Formula: C8H13N3
Source: OMol25
Level of theory: wB97M-V/def2-TZVPD

CARTESIAN COORDINATES (ANGSTROEM)
N (0.08037, -0.27402, 1.24686)
N (-0.00173, -0.86049, 0.10024)
N (-1.50858, -0.39019, -1.07009)
C (1.17654, -0.43990, -0.75299)
C (0.79222, 0.96674, -1.21066)
C (-0.37976, -2.24761, 0.14911)
C (-3.50187, 0.51717, 0.20235)
C (0.75149, 1.75894, 0.16897)
C (1.16591, 0.64454, 1.17231)
C (2.19195, -0.14101, 0.43497)
C (-2.42853, 0.08112, -0.45330)
H (-0.11210, 1.24083, -1.82054)
H (-3.78270, 1.63252, 0.09770)
H (-1.43133, -2.20372, 0.34767)
H (-4.24315, -0.05034, 0.62983)
H (-0.24619, 1.92081, 0.33074)
H (0.21459, -2.64147, 0.93180)
H (2.44142, -1.07787, 1.06804)
H (1.52074, -0.93679, -1.60625)
H (3.14456, 0.34955, 0.16448)
H (-0.19388, -2.72146, -0.78793)
H (1.29271, 2.68706, 0.28818)
H (1.32300, 1.07385, 2.21625)
H (1.73430, 1.11173, -1.84776)

Atoms 1-2, force components in eV/Å:
N -1.1003 -1.0855 0.1933
N 1.9274 0.0528 0.1528

Calculated values
HOMO-LUMO gap (alpha / beta) = 6.976 / 7.519 eV
energy above the lowest of the compared OMol25 structures with the same formula, charge and spin = 5.962 eV
DFT total energy = -476.6835 Eh